{"formula": "C3H14O4", "method": "the ωB97M-V functional and the def2-TZVPD basis", "symbols": ["C", "O", "H", "H", "H", "H", "C", "O", "H", "H", "H", "H", "C", "O", "H", "H", "H", "H", "O", "H", "H"], "coordinates": [[0.30765, -1.00176, -0.78124], [1.04407, -0.23594, 0.16727], [-0.74970, -0.81351, -0.59425], [0.42382, -0.60276, -1.79957], [0.59422, -2.05036, -0.83099], [1.84273, 0.11893, -0.23048], [-3.89688, -1.52606, 2.80982], [-3.54086, -1.10863, 1.51740], [-3.23535, -2.31270, 3.18983], [-3.89208, -0.72014, 3.55234], [-4.90569, -1.93577, 2.77821], [-2.62981, -0.75943, 1.52465], [3.33688, 1.94365, -2.66809], [4.56649, 1.35519, -2.21956], [2.51392, 1.40649, -2.19729], [3.28689, 2.98752, -2.34996], [3.29232, 1.81365, -3.75017], [5.24232, 1.52432, -2.87728], [-1.18395, 0.41641, 1.91078], [-0.53667, 0.45883, 1.18322], [-1.88034, 1.04206, 1.66534]], "atomic_forces_ev_per_a": [[-0.07, 0.91, -1.07], [-0.18, -0.10, 0.09], [-0.01, -0.66, 0.34], [0.29, -0.02, 0.12], [-0.18, -0.07, 0.44], [0.04, -0.11, -0.02], [0.09, -0.24, 0.48], [0.19, 0.24, -0.40], [0.01, -0.01, -0.06], [0.02, 0.12, -0.13], [-0.01, 0.04, -0.13], [-0.32, -0.29, 0.29], [0.82, -0.33, 0.11], [-0.39, -0.06, 0.27], [0.02, -0.06, -0.07], [-0.10, 0.04, -0.30], [-0.45, 0.34, 0.01], [0.06, 0.07, -0.03], [-0.20, 0.19, -0.48], [0.13, -0.04, 0.39], [0.23, 0.03, 0.14]], "nbo_charge": [-0.255, -0.747, 0.184, 0.164, 0.180, 0.483, -0.241, -0.754, 0.158, 0.155, 0.175, 0.486, -0.243, -0.730, 0.163, 0.171, 0.172, 0.467, -0.956, 0.497, 0.471], "relative_energy_kj_mol": 193.1, "gap_ev": 10.349, "homo_ev": -9.80}